An isolated ion of composition C2H3BrF3N2 and charge +1, computed with ωB97M-V/def2-TZVPD.

Structure (ORCA input):
```
! wB97M-V def2-TZVPD RIJCOSX def2/J DEFGRID3
* xyz 1 1
N 1.38580 -0.17801 0.18877
C 0.09694 -0.10307 0.15245
N -0.72158 -1.27191 0.14689
Br -0.15156 -2.96472 0.82041
C -0.58450 1.20391 -0.23374
F -1.88568 1.10607 -0.24838
F -0.13586 1.57490 -1.44507
F -0.25685 2.21466 0.63139
H 2.14213 0.56527 -0.17571
H 1.79389 -1.08840 0.28419
H -1.68274 -1.05870 -0.12120
*
```

The value obtained for the HOMO energy is -15.38 eV. The molecular weight comes out at 191.958 g mol⁻¹. The energy relative to the best compared isomer or geometry (same formula, charge and spin) comes out at 31.2 kJ/mol. The calculation puts the LUMO energy at -5.6 eV. The structure (SMILES) is [NH2+]=C(NBr)C(F)(F)F.

Population analysis type natural (NBO), resulting atomic charges in e: number 1, N, carries -0.683; number 2, C, carries 0.460; number 3, N, carries -0.638; number 4, Br, carries 0.379; number 5, C, carries 0.937; number 6, F, carries -0.271; number 7, F, carries -0.282; number 8, F, carries -0.288; number 9, H, carries 0.493; number 10, H, carries 0.436; number 11, H, carries 0.456


A 2-piece molecular cluster, C2H3BrN2O overall, computed with ωB97M-V/def2-TZVPD.

Structure (ORCA input):
```
! wB97M-V def2-TZVPD RIJCOSX def2/J DEFGRID3
* xyz 0 1
C 0.18496 1.35113 -0.78330
C -0.53367 0.93808 0.32642
N 1.26318 -1.62525 0.31503
N 1.55489 -0.52995 0.55550
O 1.20020 2.00237 -0.64754
Br -1.97481 -0.25048 0.22018
H -0.09787 0.96403 -1.75131
H -0.07788 1.10688 1.28108
H 1.81896 -2.42427 -0.11910
*
```

The value obtained for the HOMO energy (alpha / beta) is -8.97 / -8.40 eV. The molecular weight comes out at 150.963 g mol⁻¹. The energy relative to the best compared isomer or geometry (same formula, charge and spin) comes out at 184.9 kJ/mol. The calculation puts the LUMO energy (alpha / beta) at 0.1 / -1.4 eV.

Population analysis type natural (NBO), resulting atomic charges in e: number 1, C, carries 0.240; number 2, C, carries -0.250; number 3, N, carries -0.316; number 4, N, carries 0.011; number 5, O, carries -0.491; number 6, Br, carries 0.103; number 7, H, carries 0.123; number 8, H, carries 0.228; number 9, H, carries 0.353


C2H3BrN2O as an isolated structure, computed with ωB97M-V/def2-TZVPD.

Structure (ORCA input):
```
! wB97M-V def2-TZVPD RIJCOSX def2/J DEFGRID3
* xyz 0 1
C -1.09203 0.41983 0.74971
C -0.14110 -0.39508 0.02476
N 1.93673 -0.08157 -0.41128
N 0.84530 0.34604 -0.62402
O -1.51710 0.34178 1.87258
Br -1.21489 -1.15974 -1.35825
H -1.59113 1.23475 0.19692
H 0.19644 -1.18308 0.63300
H 2.57778 0.47706 -1.08342
*
```

The value obtained for the HOMO energy is -10.13 eV. The molecular weight comes out at 150.963 g mol⁻¹. The energy relative to the best compared isomer or geometry (same formula, charge and spin) comes out at 36.2 kJ/mol. The calculation puts the LUMO energy at -0.4 eV.

Population analysis type natural (NBO), resulting atomic charges in e: number 1, C, carries 0.395; number 2, C, carries -0.250; number 3, N, carries -0.271; number 4, N, carries -0.146; number 5, O, carries -0.481; number 6, Br, carries 0.077; number 7, H, carries 0.124; number 8, H, carries 0.234; number 9, H, carries 0.319


A 2-piece molecular cluster, C2H3BrN2O3 overall, computed with ωB97M-V/def2-TZVPD.

Structure (ORCA input):
```
! wB97M-V def2-TZVPD RIJCOSX def2/J DEFGRID3
* xyz 0 1
O -1.46288 -2.28898 0.70077
N -1.06078 -1.79991 -0.27804
O -0.06623 -1.75236 -0.89944
Br -2.56407 -0.70965 -1.34167
C 0.33612 1.72343 -0.21538
C 0.71809 0.50103 0.46318
N 1.28272 -0.33439 1.05782
O 1.87001 -1.24638 1.55416
H -0.67109 1.83759 -0.11626
H 0.69269 1.60784 -1.16693
H 0.92543 2.46178 0.24178
*
```

The value obtained for the HOMO energy is -9.53 eV. The molecular weight comes out at 182.961 g mol⁻¹. The energy relative to the best compared isomer or geometry (same formula, charge and spin) comes out at 338.9 kJ/mol. The calculation puts the LUMO energy at -1.7 eV. The structure (SMILES) is O=[N+]([O-])Br.CC#[N+][O-].

Population analysis type natural (NBO), resulting atomic charges in e: number 1, O, carries -0.226; number 2, N, carries 0.594; number 3, O, carries -0.244; number 4, Br, carries -0.123; number 5, C, carries -0.663; number 6, C, carries 0.169; number 7, N, carries 0.192; number 8, O, carries -0.430; number 9, H, carries 0.244; number 10, H, carries 0.243; number 11, H, carries 0.243


C2H3BrN4 as an isolated structure, computed with ωB97M-V/def2-TZVPD.

Structure (ORCA input):
```
! wB97M-V def2-TZVPD RIJCOSX def2/J DEFGRID3
* xyz 0 1
C 0.42215 -1.21252 1.88735
C -0.53621 0.21640 -1.02111
N 1.22860 -1.78254 0.95729
N -0.50543 -0.41831 1.31555
N 0.94392 -1.28086 -0.12276
N -0.12183 -0.49741 0.05260
Br -1.99169 1.24419 -0.64684
H 0.34426 -1.45798 2.98092
H -0.28178 2.66437 -2.65092
H 0.49801 2.52468 -2.75209
*
```

The value obtained for the HOMO energy is -9.66 eV. The molecular weight comes out at 162.978 g mol⁻¹. The energy relative to the best compared isomer or geometry (same formula, charge and spin) comes out at 382.6 kJ/mol. The calculation puts the LUMO energy at -1.6 eV.

Population analysis type natural (NBO), resulting atomic charges in e: number 1, C, carries 0.123; number 2, C, carries 0.082; number 3, N, carries -0.212; number 4, N, carries -0.227; number 5, N, carries 0.051; number 6, N, carries -0.195; number 7, Br, carries 0.153; number 8, H, carries 0.228; number 9, H, carries -0.011; number 10, H, carries 0.008


A 2-piece molecular cluster, C2H3BrNO overall, computed with ωB97M-V/def2-TZVPD.

Structure (ORCA input):
```
! wB97M-V def2-TZVPD RIJCOSX def2/J DEFGRID3
* xyz -1 1
C 0.06570 0.52164 0.45023
C -0.34806 -0.33585 -0.68707
N -1.39076 -0.01159 -0.15035
O -2.60170 0.11296 0.04848
Br 3.23368 -0.76221 -0.05366
H 0.73075 0.06789 1.16811
H 0.09057 1.59403 0.30103
H 0.21981 -1.18686 -1.07677
*
```

The value obtained for the HOMO energy is -3.98 eV. The molecular weight comes out at 136.956 g mol⁻¹. The energy relative to the best compared isomer or geometry (same formula, charge and spin) comes out at 195.1 kJ/mol. The calculation puts the LUMO energy at 4.1 eV.

Population analysis type natural (NBO), resulting atomic charges in e: number 1, C, carries -0.326; number 2, C, carries -0.040; number 3, N, carries 0.175; number 4, O, carries -0.492; number 5, Br, carries -0.975; number 6, H, carries 0.239; number 7, H, carries 0.179; number 8, H, carries 0.240


A 2-piece molecular cluster, C2H3BrO overall, computed with ωB97M-V/def2-TZVPD.

Structure (ORCA input):
```
! wB97M-V def2-TZVPD RIJCOSX def2/J DEFGRID3
* xyz 0 1
C -0.51006 0.26915 0.51956
C 0.53523 0.04210 -0.45519
O -0.13041 1.19254 -0.49230
Br 2.31112 -0.23160 -0.03840
H -1.45733 -0.10175 0.60387
H -0.02517 0.49738 1.48596
H -0.72338 -1.66781 -1.62349
*
```

The value obtained for the HOMO energy (alpha / beta) is -8.81 / -10.40 eV. The molecular weight comes out at 122.949 g mol⁻¹. The energy relative to the best compared isomer or geometry (same formula, charge and spin) comes out at 588.3 kJ/mol. The calculation puts the LUMO energy (alpha / beta) at -0.5 / -0.5 eV.

Population analysis type natural (NBO), resulting atomic charges in e: number 1, C, carries -0.161; number 2, C, carries 0.160; number 3, O, carries -0.449; number 4, Br, carries 0.100; number 5, H, carries 0.198; number 6, H, carries 0.171; number 7, H, carries -0.020


One molecule with the formula C2H3BrO2, computed with ωB97M-V/def2-TZVPD.

Structure (ORCA input):
```
! wB97M-V def2-TZVPD RIJCOSX def2/J DEFGRID3
* xyz 0 1
O -0.96676 -0.52962 -1.53227
C -0.30900 0.44659 -1.26815
O 0.24298 0.76350 -0.11577
C 0.17840 -0.32763 0.91345
Br 1.21878 0.10793 2.47834
H -0.16096 1.29588 -1.90795
H -0.85358 -0.52782 1.14546
H 0.65014 -1.22883 0.28689
*
```

The value obtained for the HOMO energy is -10.79 eV. The molecular weight comes out at 138.948 g mol⁻¹. The energy relative to the best compared isomer or geometry (same formula, charge and spin) comes out at 87.6 kJ/mol. The calculation puts the LUMO energy at 0.7 eV. The structure (SMILES) is O=COCBr.

Population analysis type natural (NBO), resulting atomic charges in e: number 1, O, carries -0.583; number 2, C, carries 0.644; number 3, O, carries -0.509; number 4, C, carries -0.178; number 5, Br, carries 0.057; number 6, H, carries 0.124; number 7, H, carries 0.216; number 8, H, carries 0.229


One molecule with the formula C2H3BrS, computed with ωB97M-V/def2-TZVPD.

Structure (ORCA input):
```
! wB97M-V def2-TZVPD RIJCOSX def2/J DEFGRID3
* xyz 0 1
C -0.81242 -1.16620 0.20746
C 1.01941 0.74658 -0.02942
S -2.10503 -0.34912 -0.15116
Br -0.39732 1.83839 -0.53857
H -0.75228 -2.32711 0.23054
H 1.39057 1.02952 0.99318
H 1.65707 0.22794 -0.71203
*
```

The value obtained for the HOMO energy (alpha / beta) is -7.88 / -8.20 eV. The molecular weight comes out at 139.017 g mol⁻¹. The energy relative to the best compared isomer or geometry (same formula, charge and spin) comes out at 386.7 kJ/mol. The calculation puts the LUMO energy (alpha / beta) at -0.3 / -0.4 eV.

Population analysis type natural (NBO), resulting atomic charges in e: number 1, C, carries -0.439; number 2, C, carries -0.548; number 3, S, carries 0.192; number 4, Br, carries 0.161; number 5, H, carries 0.218; number 6, H, carries 0.211; number 7, H, carries 0.205


One molecule with the formula C2H3BrSi, computed with ωB97M-V/def2-TZVPD.

Structure (ORCA input):
```
! wB97M-V def2-TZVPD RIJCOSX def2/J DEFGRID3
* xyz 0 3
C -0.63756 -1.40074 -0.04700
C 1.15574 0.38078 -0.72794
Si -0.61837 0.35918 0.31752
Br 2.74218 0.05288 0.09673
H -0.95592 -1.84253 -0.95193
H -1.02217 0.62724 1.67579
H -0.66389 1.82319 -0.36317
*
```

The value obtained for the HOMO energy (alpha / beta) is -8.49 / -8.92 eV. The molecular weight comes out at 135.036 g mol⁻¹. The energy relative to the best compared isomer or geometry (same formula, charge and spin) comes out at 343.0 kJ/mol. Its expectation value of S² is 2.019. The calculation puts the LUMO energy (alpha / beta) at -1.3 / -2.1 eV.

Population analysis type natural (NBO), resulting atomic charges in e: number 1, C, carries -0.559; number 2, C, carries -0.368; number 3, Si, carries 0.949; number 4, Br, carries 0.177; number 5, H, carries 0.146; number 6, H, carries -0.174; number 7, H, carries -0.172


Number 1: E_tot -3060.83153 a.u.. Number 2: E_tot -2836.63108 a.u.. Number 3: E_tot -2836.68773 a.u.. Number 4: E_tot -2987.01485 a.u.. Number 5: E_tot -2870.85517 a.u.. Number 6: E_tot -2781.92638 a.u.. Number 7: E_tot -2727.03184 a.u.. Number 8: E_tot -2802.48015 a.u.. Number 9: E_tot -3050.03034 a.u.. Number 10: E_tot -2941.18033 a.u..